Record 1
# C25H33N6O

The ion C25H33N6O with charge +1 in a non-equilibrium geometry (ωB97M-V/def2-TZVPD, OMol25).

Each line ends with the natural charge from an NBO analysis.
CARTESIAN COORDINATES (ANGSTROEM)
C -5.3011 -4.2263 1.1501  -0.2573
H -5.8765 -4.4152 0.2400  0.1859
H -4.3112 -4.6840 1.0615  0.1776
H -5.8220 -4.6583 2.0021  0.2136
O -5.2100 -2.8439 1.4235  -0.4809
C -4.6683 -2.0249 0.5002  0.3320
C -4.0764 -2.4378 -0.6931  -0.3182
C -3.5478 -1.5013 -1.5625  -0.1243
C -3.5935 -0.1446 -1.2695  -0.1255
C -4.1822 0.2668 -0.0774  -0.1962
C -4.7108 -0.6577 0.7964  -0.2602
H -5.1822 -0.3495 1.7156  0.2346
H -4.2410 1.3200 0.1567  0.2200
C -2.9925 0.8519 -2.2269  -0.2452
N -1.5833 0.5993 -2.3912  -0.1695
C -0.5880 0.5546 -1.4729  0.3117
N 0.5224 0.2295 -2.1024  -0.3417
N 0.1974 0.0802 -3.3793  -0.0404
N -1.0314 0.2918 -3.5632  -0.0300
C -0.7594 0.8125 -0.0173  -0.1283
C -1.2194 2.2257 0.2750  -0.0034
C -1.9530 2.4669 1.4323  -0.2295
C -2.3839 3.7480 1.7278  -0.1991
C -2.0857 4.7954 0.8707  -0.1667
C -1.3518 4.5611 -0.2801  -0.1967
C -0.9155 3.2812 -0.5779  -0.2315
H -0.3440 3.1081 -1.4785  0.2276
H -1.1182 5.3728 -0.9507  0.2346
H -2.4281 5.7922 1.0981  0.2333
H -2.9577 3.9261 2.6234  0.2334
H -2.2036 1.6488 2.0934  0.2188
H -1.5198 0.1140 0.3633  0.2730
N 0.5118 0.5212 0.7324  -0.3378
H 0.3159 0.7322 1.7198  0.4326
C 0.9160 -0.9043 0.6567  -0.2661
C 2.1300 -1.1330 1.5748  -0.2329
N 3.2570 -0.3043 1.2350  -0.4332
C 2.8570 1.0811 1.2545  -0.2264
C 1.6582 1.3801 0.3380  -0.2838
H 1.3655 2.4271 0.4241  0.2381
H 1.8995 1.1497 -0.7012  0.2679
H 3.6927 1.7071 0.9463  0.2419
H 2.5999 1.3479 2.2870  0.1975
C 4.0324 -0.7003 0.0601  -0.0516
C 5.3863 0.0411 0.0301  -0.4119
H 5.3580 0.8786 -0.6658  0.2085
H 5.6105 0.4252 1.0243  0.2173
C 6.4433 -0.9936 -0.3933  -0.4048
H 7.0738 -1.2536 0.4560  0.2089
H 7.0868 -0.6177 -1.1857  0.2201
C 5.6456 -2.2184 -0.8372  -0.3957
H 6.2100 -3.1428 -0.7372  0.2233
H 5.3363 -2.1145 -1.8781  0.2024
C 4.4209 -2.1818 0.0700  -0.4186
H 3.6273 -2.8351 -0.2909  0.2085
H 4.7032 -2.4748 1.0818  0.2105
H 3.4846 -0.4932 -0.8735  0.1724
H 2.4152 -2.1819 1.5292  0.2436
H 1.8458 -0.9091 2.6106  0.1974
H 0.0778 -1.5335 0.9612  0.2268
H 1.1794 -1.1219 -0.3796  0.2590
H -3.4303 0.7594 -3.2240  0.2579
H -3.1354 1.8744 -1.8645  0.2286
H -3.1017 -1.8336 -2.4889  0.2161
H -4.0347 -3.4811 -0.9595  0.2320

- ΔE to the lowest compared entry with this formula, charge and spin (kJ/mol) = 1.15
- structure (SMILES) = COc1ccc(Cn2nnnc2[C@H](c2ccccc2)[NH+]2CCN(C3CCCC3)CC2)cc1
- maximum force (eV Å⁻¹) = 1.6
- charge = +1



Record 2
# C25H33N6P2SeW

A structure of composition C25H33N6P2SeW (ωB97M-V/def2-TZVPD, OMol25).

Each line ends with the natural charge from an NBO analysis.
CARTESIAN COORDINATES (ANGSTROEM)
W -0.3620 -0.2281 -0.0827  0.5375
N -2.6258 2.2104 2.7394  -0.2889
C -2.6342 1.4345 1.6654  0.2539
N -1.3823 1.0508 1.4305  -0.5630
C -0.6559 1.6501 2.4340  0.2935
N -1.3854 2.3625 3.2383  -0.1653
C 0.7785 1.4085 2.4754  0.0975
C 1.6422 1.9161 3.4326  0.0707
N 2.9323 1.6021 3.4232  -0.2780
C 3.3583 0.7690 2.4810  0.0486
C 2.4996 0.2513 1.5174  0.0204
N 1.2085 0.5851 1.5064  -0.4770
H -3.4121 2.6552 3.1994  0.4710
H -3.5145 1.1646 1.1031  0.2665
H 1.2812 2.5769 4.2135  0.2555
H 4.4077 0.5001 2.4886  0.2469
H 2.8543 -0.4486 0.7718  0.2526
C 1.8438 2.4354 -1.1788  -0.9569
P 0.0578 2.1083 -1.1157  1.1663
C -0.6097 3.5600 -0.2699  -0.9528
C -0.6766 2.0844 -2.7657  -0.3931
C -1.1899 3.2219 -3.3777  -0.1563
C -1.8008 3.1153 -4.6221  -0.1521
C -1.9014 1.8832 -5.2512  -0.1526
C -1.3711 0.7436 -4.6533  -0.1231
C -0.7617 0.8434 -3.4120  -0.3926
P 0.1221 -0.5429 -2.6550  1.1958
C -0.5350 -2.0944 -3.3185  -0.9615
C 1.7358 -0.4353 -3.5119  -0.9575
H 2.0662 3.2255 -1.8971  0.2914
H 2.4177 1.5515 -1.4390  0.2527
H 2.1501 2.7767 -0.1876  0.2646
H -0.2755 4.4558 -0.7948  0.2859
H -0.2230 3.6156 0.7474  0.2609
H -1.6985 3.5459 -0.2588  0.2678
H -1.1316 4.1915 -2.9002  0.2363
H -2.2068 4.0000 -5.0950  0.2613
H -2.3906 1.8049 -6.2136  0.2610
H -1.4404 -0.2090 -5.1653  0.2313
H -0.1844 -2.2168 -4.3432  0.2780
H -1.6234 -2.1141 -3.3067  0.2710
H -0.1591 -2.9233 -2.7167  0.2764
H 1.5231 -0.0956 -4.5269  0.2828
H 2.2004 -1.4162 -3.5811  0.2701
H 2.4323 0.2684 -3.0652  0.2515
C 4.9819 -3.2173 0.0074  -0.4191
N 4.0616 -2.2267 -0.5324  -0.4717
C 4.6290 -0.9476 -0.8994  -0.3941
C 2.8081 -2.6597 -1.0759  -0.2403
C 1.7554 -2.8370 0.0013  0.1133
C 1.8782 -3.8959 0.8930  -0.1869
C 1.0464 -4.0245 2.0011  -0.1050
C 0.0586 -3.0850 2.2646  -0.1989
C -0.0934 -2.0605 1.3519  -0.1956
C 0.7265 -1.9091 0.2155  -0.3440
H 6.0094 -2.9410 -0.2293  0.2291
H 4.7987 -4.1992 -0.4363  0.2072
H 4.9130 -3.3178 1.0958  0.1976
H 5.5083 -1.0604 -1.5435  0.2219
H 4.9513 -0.3723 -0.0234  0.1857
H 3.8950 -0.3509 -1.4459  0.1667
H 2.9065 -3.6044 -1.6267  0.2168
H 2.4643 -1.9024 -1.7668  0.1831
H 2.6511 -4.6357 0.7260  0.2535
H 1.1668 -4.8701 2.6674  0.2637
H -0.5903 -3.1763 3.1246  0.2597
H -0.9415 -1.3852 1.5905  0.2425
Se -2.3589 -0.8828 -0.7829  0.3662

- maximum force (eV Å⁻¹) = 0.7
- charge = +3



Record 3
# C25H33N7O2

A cluster of 2 separate species, C25H33N7O2 in total in a non-equilibrium geometry (ωB97M-V/def2-TZVPD, OMol25).

Each line ends with the natural charge from an NBO analysis.
CARTESIAN COORDINATES (ANGSTROEM)
O 4.1719 -2.7329 3.6365  -0.6568
O 3.3530 0.8226 1.4730  -0.6539
N -2.8771 6.7570 -2.7292  -0.7655
N -1.0183 0.9836 0.8137  -0.4751
N 0.0881 -1.0307 1.3826  -0.5206
C 3.0742 -2.4231 3.1902  0.6813
C 4.2718 0.0331 1.2859  0.6848
C -2.5843 5.6179 -3.2712  0.2832
C -3.1181 -2.1487 0.3119  -0.2788
C -2.5072 -3.3385 0.6201  -0.0276
C 0.0477 0.3030 1.2462  0.2614
C -2.1434 0.3289 0.5045  0.2752
C -1.0212 -1.6725 1.0530  0.3709
C -4.6353 0.7376 0.3314  -0.1761
C -5.7211 1.5146 -0.0939  -0.2130
C -3.1049 2.3527 -0.6152  -0.1784
C -2.1695 -1.0650 0.6018  -0.1796
C -3.3075 1.1303 0.0603  -0.0950
C -5.4879 2.7029 -0.7866  -0.0027
C -4.1941 3.1243 -1.0388  0.0336
N -1.2293 -3.0335 1.0774  -0.5385
N 5.5191 0.4981 1.1653  -0.6092
N -3.2283 4.4763 -2.8383  -0.6127
N 2.8970 -1.9066 1.9769  -0.6361
C 1.8303 -2.6327 4.0207  -0.6982
C 6.7268 -0.2751 0.8744  -0.4193
C 3.4698 -4.3333 -0.0969  -0.6086
C 3.7703 -3.3276 -2.3353  -0.5994
C -6.4866 3.6825 -1.3165  -0.4354
C -4.1962 4.4504 -1.7348  -0.0991
C -5.6383 4.5628 -2.2466  -0.3918
C 4.1087 -3.1678 -0.8526  -0.2086
C 3.6421 -1.7818 -0.3716  -0.3823
C 3.9892 -1.4713 1.0987  -0.1498
H -2.3886 7.5825 -3.0652  0.3502
H -1.8386 5.5632 -4.0591  0.1644
H -4.1183 -2.0437 -0.1003  0.2298
H -2.9417 -4.3293 0.5076  0.2301
H 0.9291 0.8769 1.5118  0.2261
H -4.8382 -0.1605 0.9041  0.2154
H -6.7391 1.2046 0.1209  0.2140
H -2.0976 2.7123 -0.8087  0.2343
H -0.5224 -3.7026 1.3679  0.4209
H 5.6123 1.4930 1.3048  0.4072
H -2.9700 3.5906 -3.2595  0.3982
H 1.9556 -1.6325 1.7196  0.4397
H 1.4045 -1.6617 4.2672  0.2350
H 2.0961 -3.1623 4.9340  0.2379
H 1.1081 -3.2129 3.4523  0.2071
H 6.9230 -0.9793 1.6861  0.2089
H 6.6067 -0.8265 -0.0602  0.1948
H 7.5818 0.3959 0.7782  0.2167
H 2.3841 -4.2659 -0.1568  0.1946
H 3.7797 -4.3130 0.9478  0.2206
H 3.8005 -5.2770 -0.5306  0.2073
H 2.6910 -3.2701 -2.4803  0.2015
H 4.1309 -4.2914 -2.6944  0.2084
H 4.2528 -2.5380 -2.9112  0.2041
H -7.2995 3.1898 -1.8589  0.2187
H -6.9093 4.2721 -0.4965  0.2170
H -3.9873 5.2356 -0.9975  0.2422
H -5.9799 5.6024 -2.2475  0.2245
H -5.7020 4.1785 -3.2697  0.2075
H 5.1913 -3.2333 -0.7399  0.1902
H 4.1341 -1.0400 -1.0027  0.2079
H 2.5670 -1.6752 -0.5269  0.2138
H 4.8922 -2.0196 1.3666  0.2330

- ΔE to the lowest compared entry with this formula, charge and spin (kJ/mol) = 0.00
- structure (SMILES) = [H]/N=C/N[C@H]1CCc2ccc(-c3ncnc4[nH]ccc34)cc21.CNC(=O)[C@H](CC(C)C)NC(C)=O
- maximum force (eV Å⁻¹) = 2.4
- charge = 0



Number 1: E -1375.95775 Eh. Number 2: E -4451.26813 Eh. Number 3: E -1506.29310 Eh.